# 1
Entry from the OMol25 dataset: one molecule with the formula C12H18O2 (wB97M-V/def2-TZVPD).

The structure (SMILES) is COc1ccccc1OCCC(C)C. Its LUMO energy is 0.9 eV. The calculation puts the relative energy (zero: lowest compared OMol25 entry of this formula, charge and spin) at 78.7 kcal/mol.

Structure (ORCA input):
```
! wB97M-V def2-TZVPD RIJCOSX def2/J DEFGRID3
* xyz 0 1
O 0.47 -0.28 0.89
O 1.94 1.92 -0.42
C 1.59 2.60 0.80
C 4.17 -0.90 -0.55
C -3.42 -1.55 -0.51
C 2.21 -1.70 0.51
C -0.65 -0.11 -0.04
C 2.35 0.60 -0.34
C 3.58 -1.89 0.07
C -3.25 0.95 -0.87
C -1.92 -0.06 0.85
C 1.64 -0.44 0.31
C -3.25 -0.20 0.16
C 3.60 0.28 -0.88
H 1.59 -2.41 0.96
H -0.39 0.84 -0.63
H 2.33 2.32 1.77
H -4.31 1.23 -1.21
H -1.81 -0.97 1.49
H 1.57 3.71 0.37
H -0.63 -0.85 -0.78
H 0.51 1.98 1.12
H -2.88 1.84 -0.29
H -2.70 0.53 -1.72
H -3.95 0.05 0.94
H 4.18 -2.78 0.58
H -1.83 0.83 1.52
H 4.17 1.00 -1.40
H -2.74 -1.54 -1.38
H 5.25 -0.94 -0.84
H -4.47 -1.76 -0.76
H -2.96 -2.32 0.28
*
```



# 2
Entry from the OMol25 dataset: C3H5O3Tl as an isolated structure (wB97M-V/def2-TZVPD).

Its LUMO energy (spin up / spin down) is -5.3 / -6.2 eV. The calculation puts the relative energy (zero: lowest compared OMol25 entry of this formula, charge and spin) at 95.4 kcal/mol.

Structure (ORCA input):
```
! wB97M-V def2-TZVPD RIJCOSX def2/J DEFGRID3
* xyz 1 2
Tl -0.65 0.72 1.12
O -1.95 -0.15 2.10
O 1.31 0.41 -1.02
O 2.41 1.59 0.46
C -0.73 -0.93 -0.80
C 1.26 0.86 0.29
C 0.47 -0.59 -1.33
H 0.78 -1.05 -2.27
H -1.04 -1.08 0.23
H -2.67 -0.69 1.78
H 2.18 2.43 0.86
H -1.38 -1.53 -1.42
*
```



# 3
Entry from the OMol25 dataset: C11H22Cl2GdI2NP2 as an isolated structure (wB97M-V/def2-TZVPD).

Its LUMO energy (spin up / spin down) is -9.0 / -10.4 eV. The calculation puts the relative energy (zero: lowest compared OMol25 entry of this formula, charge and spin) at 15.2 kcal/mol.

Structure (ORCA input):
```
! wB97M-V def2-TZVPD RIJCOSX def2/J DEFGRID3
* xyz 2 8
Gd -0.01 0.82 -1.33
I 0.30 1.62 -5.14
I -0.35 3.38 -3.01
Cl 0.00 2.51 4.54
Cl 0.01 -1.61 -2.25
P 2.74 -0.08 -0.84
P -2.74 -0.10 -0.85
N 0.00 -0.05 1.55
C 0.00 1.07 2.29
C 0.00 -1.21 2.23
C 3.58 1.08 0.31
C 0.00 -0.15 4.41
C 0.00 1.04 3.69
C -3.23 0.31 -2.57
C -3.26 -1.81 -0.44
C 3.28 -1.78 -0.44
C 0.00 -1.32 3.62
C -3.59 1.05 0.30
C 3.24 0.33 -2.56
H 0.00 2.03 1.75
H 4.35 -2.02 -0.53
H -4.33 -2.07 -0.53
H 2.73 -2.49 -1.06
H 3.26 2.12 0.11
H -2.95 -2.07 0.57
H 0.00 -2.09 1.59
H -4.71 1.04 0.32
H 4.31 0.25 -2.79
H -4.30 0.21 -2.80
H 2.90 1.33 -2.88
H 0.00 -2.30 4.08
H -3.25 0.88 1.33
H -3.28 2.09 0.09
H 2.71 -0.31 -3.27
H -2.70 -0.34 -3.28
H -2.71 -2.52 -1.06
H -2.91 1.31 -2.88
H 3.23 0.91 1.35
H 0.00 -0.11 5.50
H 2.97 -2.04 0.57
H 4.69 1.08 0.33
*
```



# 4
Entry from the OMol25 dataset: one molecule with the formula C10H13F2P (wB97M-V/def2-TZVPD).

The structure (SMILES) is Cc1ccc([C@H](C)C(F)(F)P)cc1. Its LUMO energy is 0.9 eV.

Structure (ORCA input):
```
! wB97M-V def2-TZVPD RIJCOSX def2/J DEFGRID3
* xyz 0 1
P 3.83 -2.07 0.11
F 2.57 0.29 0.82
F 2.23 -0.28 -1.18
C 2.37 -0.79 0.04
C -1.93 1.66 -1.02
C 0.67 -1.33 0.51
C -0.12 -0.27 -0.04
C 0.92 -1.53 2.02
C -0.57 0.76 0.86
C -1.56 0.58 -1.81
C -2.94 2.65 -1.48
C -1.50 1.66 0.33
C -0.65 -0.32 -1.37
H 4.14 -1.70 1.40
H 3.04 -3.07 0.58
H 0.63 -2.37 -0.07
H -1.86 2.40 1.03
H -0.24 0.75 1.90
H -0.49 -1.08 -2.16
H 1.23 -0.61 2.33
H -2.64 2.72 -2.60
H 1.56 -2.36 2.20
H -0.09 -1.89 2.54
H -3.86 2.28 -1.42
H -2.78 3.52 -0.82
H -1.96 0.42 -2.72
*
```



# 5
Entry from the OMol25 dataset: C8H11O as an isolated structure (wB97M-V/def2-TZVPD).

Its LUMO energy (spin up / spin down) is -5.1 / -4.6 eV. The calculation puts the relative energy (zero: lowest compared OMol25 entry of this formula, charge and spin) at 90.7 kcal/mol.

Structure (ORCA input):
```
! wB97M-V def2-TZVPD RIJCOSX def2/J DEFGRID3
* xyz 1 1
O -1.12 -0.19 0.02
C 0.77 -1.26 -0.65
C -2.41 0.34 -0.35
C 1.60 -0.62 0.55
C 1.66 0.88 0.10
C 0.42 1.19 -0.58
C -0.15 -0.11 -1.07
C 0.68 -0.36 1.71
C -0.27 0.78 0.79
H 2.59 -1.04 0.54
H 0.04 2.10 -1.12
H -2.91 -0.45 -0.88
H 0.20 -2.09 -0.19
H 1.47 -1.44 -1.39
H -0.52 -0.19 -2.10
H 2.36 1.71 0.49
H -2.43 1.23 -0.97
H -0.06 -1.17 2.06
H -3.07 0.63 0.48
H 1.16 0.07 2.53
*
```



# 6
Entry from the OMol25 dataset: a 2-piece molecular cluster, C2H5IN2S overall (wB97M-V/def2-TZVPD).

Its LUMO energy (spin up / spin down) is 0.9 / -2.3 eV. The calculation puts the relative energy (zero: lowest compared OMol25 entry of this formula, charge and spin) at 34.2 kcal/mol.

Structure (ORCA input):
```
! wB97M-V def2-TZVPD RIJCOSX def2/J DEFGRID3
* xyz 0 3
I -1.40 2.42 -1.63
S -1.68 -0.16 -0.25
N -1.57 -1.10 -1.55
N 2.70 1.18 1.67
C 1.73 0.59 1.63
C -0.45 -0.78 0.71
H -1.96 -0.71 -2.42
H 0.20 -1.53 0.23
H 3.48 1.82 1.63
H -0.64 -1.50 -1.69
H -0.41 -0.23 1.68
*
```



| no. | maximum force (eV/Å) |
| --- | --- |
| 1 | 6.9 |
| 2 | 4.2 |
| 3 | 2.7 |
| 4 | 6.5 |
| 5 | 3.2 |
| 6 | 4.4 |